one.
103
Properties=species:S:1:pos:R:3 method="wB97M-V/def2-TZVPD" homo_lumo_gap_ev=6.8 charge=-1 homo_ha=-0.1765 lumo_ev=1.96
Ti 0.39 -1.00 1.14
C -1.51 -3.91 -3.19
C -0.42 -3.22 -2.37
C 0.12 -2.02 -3.14
P -0.94 -2.70 -0.65
C -1.97 -4.16 -0.14
C -1.04 -5.37 -0.08
C -2.68 -3.98 1.19
C -2.05 -1.31 -1.01
C -3.35 -1.49 -1.45
C -4.14 -0.45 -1.92
C -5.57 -0.66 -2.35
C -3.53 0.80 -2.00
C -2.24 1.01 -1.55
C -1.47 -0.01 -0.97
N -0.20 0.20 -0.40
C 0.32 1.53 -0.54
C -0.34 2.57 0.11
C 0.10 3.88 0.06
C 1.24 4.20 -0.66
C 1.78 5.61 -0.70
C 1.91 3.17 -1.30
C 1.50 1.84 -1.26
P 2.42 0.49 -2.12
C 2.38 1.11 -3.90
C 0.94 1.45 -4.27
C 3.32 2.22 -4.34
C 4.24 0.63 -1.67
C 4.62 -0.57 -0.80
C 4.79 1.92 -1.06
H -1.14 -4.06 -4.21
H -1.80 -4.89 -2.80
H -2.40 -3.29 -3.26
H 0.40 -3.92 -2.20
H -0.70 -1.35 -3.41
H 0.85 -1.47 -2.56
H 0.60 -2.36 -4.06
H -2.72 -4.32 -0.91
H -0.24 -5.20 0.64
H -1.60 -6.25 0.24
H -0.57 -5.60 -1.04
H -1.98 -3.76 1.99
H -3.42 -3.18 1.15
H -3.21 -4.91 1.45
H -3.78 -2.49 -1.43
H -5.79 -1.72 -2.44
H -6.26 -0.23 -1.62
H -5.77 -0.19 -3.31
H -4.07 1.64 -2.43
H -1.82 2.00 -1.65
H -1.21 2.32 0.69
H -0.44 4.65 0.60
H 1.03 6.32 -0.36
H 2.66 5.71 -0.07
H 2.07 5.89 -1.72
H 2.81 3.42 -1.84
H 2.66 0.20 -4.45
H 0.65 2.42 -3.86
H 0.82 1.50 -5.36
H 0.23 0.71 -3.89
H 3.08 3.17 -3.86
H 4.37 1.99 -4.15
H 3.21 2.38 -5.42
H 4.72 0.47 -2.64
H 4.29 -1.51 -1.24
H 4.17 -0.50 0.19
H 5.71 -0.61 -0.67
H 4.21 2.20 -0.18
H 5.82 1.76 -0.75
H 4.78 2.75 -1.76
O 6.15 -0.43 4.97
C 5.09 -0.46 4.39
S 3.83 -1.67 4.70
C 2.70 -1.10 3.50
C 3.07 -0.04 2.77
S 2.03 0.71 1.59
S 4.66 0.64 3.08
S 1.11 -1.78 3.38
Cl -4.95 -1.73 2.85
C -3.56 -0.70 2.39
C -2.22 -1.32 2.80
O -2.02 -1.71 3.92
O -1.36 -1.38 1.81
H -3.68 0.22 2.95
H -3.59 -0.52 1.32
S 3.20 -4.45 -0.42
C 2.39 -3.16 0.07
N 1.80 -2.20 0.42
C -0.32 1.33 6.58
C -0.94 1.67 5.26
C -2.07 2.38 4.92
C -2.16 2.27 3.51
N -1.16 1.55 3.03
N -0.42 1.23 4.10
C -3.19 2.88 2.60
H -0.88 1.81 7.38
H 0.71 1.67 6.63
H -0.34 0.25 6.73
H -2.74 2.88 5.59
H 0.35 0.58 3.97
H -4.18 2.87 3.07
H -3.24 2.33 1.66
H -2.94 3.92 2.38

two.
103
Properties=species:S:1:pos:R:3 method="wB97M-V/def2-TZVPD" homo_lumo_gap_ev=6.4 charge=-1 homo_ha=-0.1599 lumo_ev=2.07
Ti -0.29 -0.41 -1.13
C -3.22 1.21 2.62
C -2.70 1.24 1.18
C -3.53 2.17 0.30
P -2.41 -0.40 0.37
C -4.04 -1.11 -0.12
C -5.23 -0.89 0.81
C -3.88 -2.59 -0.47
C -1.73 -1.40 1.70
C -2.43 -2.24 2.55
C -1.82 -2.86 3.63
C -2.57 -3.84 4.49
C -0.49 -2.55 3.87
C 0.24 -1.73 3.02
C -0.34 -1.19 1.86
N 0.32 -0.41 0.90
C 1.69 -0.12 1.20
C 2.63 -1.15 1.29
C 3.96 -0.92 1.55
C 4.43 0.38 1.72
C 5.89 0.66 1.93
C 3.51 1.41 1.63
C 2.16 1.20 1.38
P 0.97 2.59 1.25
C 0.72 2.99 3.07
C 1.87 3.68 3.79
C 0.34 1.71 3.81
C 2.04 3.98 0.66
C 2.66 3.65 -0.70
C 1.16 5.22 0.55
H -3.10 2.21 3.05
H -2.67 0.51 3.25
H -4.28 0.96 2.67
H -1.67 1.64 1.20
H -4.57 1.86 0.26
H -3.14 2.23 -0.71
H -3.51 3.18 0.72
H -4.24 -0.58 -1.06
H -5.07 -1.29 1.81
H -6.10 -1.42 0.39
H -5.50 0.15 0.91
H -4.11 -3.22 0.39
H -2.87 -2.85 -0.79
H -4.57 -2.86 -1.28
H -3.49 -2.40 2.39
H -3.63 -3.59 4.54
H -2.18 -3.85 5.51
H -2.50 -4.85 4.09
H 0.01 -2.97 4.74
H 1.26 -1.51 3.28
H 2.30 -2.17 1.12
H 4.65 -1.75 1.58
H 6.45 -0.25 2.13
H 6.05 1.35 2.77
H 6.33 1.12 1.04
H 3.88 2.43 1.73
H -0.15 3.65 3.07
H 2.78 3.08 3.75
H 1.61 3.82 4.85
H 2.09 4.67 3.38
H 1.22 1.09 3.98
H -0.39 1.11 3.26
H -0.10 1.95 4.78
H 2.84 4.18 1.38
H 1.89 3.41 -1.42
H 3.34 2.80 -0.64
H 3.22 4.51 -1.07
H 0.35 5.04 -0.16
H 1.73 6.08 0.20
H 0.70 5.49 1.51
O -3.38 2.92 -6.53
C -2.94 2.35 -5.56
S -3.23 0.64 -5.20
C -2.31 0.57 -3.72
C -1.69 1.70 -3.33
S -0.77 1.86 -1.86
S -1.89 3.11 -4.36
S -2.25 -0.90 -2.81
Cl 1.58 -5.05 -2.21
C 1.49 -3.78 -0.95
C 0.02 -3.45 -0.67
O -0.71 -4.22 -0.10
O -0.34 -2.28 -1.14
H 2.05 -2.93 -1.31
H 1.94 -4.20 -0.05
S 4.33 -0.44 -1.93
C 2.76 -0.20 -1.68
N 1.61 -0.03 -1.49
C 0.90 -4.16 -5.83
C 1.03 -2.79 -5.27
C 1.76 -1.70 -5.68
C 1.46 -0.67 -4.75
N 0.61 -1.12 -3.84
N 0.36 -2.39 -4.17
C 1.94 0.74 -4.71
H 1.52 -4.26 -6.72
H -0.14 -4.38 -6.11
H 1.21 -4.92 -5.10
H 2.42 -1.64 -6.53
H -0.33 -2.90 -3.63
H 1.32 1.32 -4.03
H 2.98 0.79 -4.37
H 1.89 1.19 -5.70

So which one is most stable? That would be two, about 4.3 kcal/mol below the next structure.

one.
16
Properties=species:S:1:pos:R:3 method="wB97M-V/def2-TZVPD" homo_lumo_gap_ev=5.9 charge=-1 homo_ha=-0.0742 lumo_ev=3.85
C -0.67 -2.59 -0.85
O -1.50 -1.59 -1.24
H -1.08 -3.23 0.02
H 0.29 -2.14 -0.53
H -0.36 -3.29 -1.67
C -0.33 0.69 0.24
C 1.10 1.23 0.33
C 1.27 2.32 1.40
H -0.52 -0.01 -0.58
H -0.61 -0.01 1.03
H -1.02 1.49 -0.01
H 1.81 0.44 0.59
H 1.39 1.65 -0.63
H 2.33 2.61 1.52
H 1.00 2.11 2.44
H 0.64 3.15 1.08

two.
16
Properties=species:S:1:pos:R:3 method="wB97M-V/def2-TZVPD" homo_lumo_gap_ev=5.2 charge=-1 homo_ha=-0.0602 lumo_ev=3.57
C -0.94 2.68 1.29
O -0.85 3.66 2.13
H -1.89 2.63 0.52
H -0.86 1.71 1.87
H 0.10 2.70 0.72
C 1.47 -1.49 -1.31
C 0.50 -1.68 -0.14
C -0.70 -0.65 -0.19
H 2.10 -0.69 -1.01
H 2.05 -2.42 -1.37
H 0.83 -1.27 -2.16
H 0.22 -2.61 -0.40
H 1.07 -1.74 0.72
H -1.61 -0.74 0.51
H -1.26 -0.54 -1.19
H -0.25 0.45 0.00

So which one is most stable? That would be one, about 31.0 kcal/mol below the next structure.

one.
21
Properties=species:S:1:pos:R:3 method="wB97M-V/def2-TZVPD" homo_lumo_gap_ev="7.8 / 4.0" s_squared=0.760 multiplicity=2 charge=-1 homo_ha="-0.1525 / -0.1460" lumo_ev="3.64 / 0.05"
N 1.58 -1.40 -0.14
C 0.69 -1.15 -1.21
N 1.03 -0.12 -2.22
H 1.82 -0.53 0.41
H 1.10 -1.92 0.65
H 0.49 -2.11 -1.80
H -0.38 -0.81 -0.84
H 0.82 0.87 -1.93
H 2.01 -0.31 -2.57
H -0.65 -3.26 1.97
H -3.29 0.44 0.82
O -0.54 -2.43 1.45
H -3.65 0.10 1.30
H 1.03 3.22 -1.34
O 0.63 2.32 -1.27
H -0.13 2.06 0.02
H -1.30 3.14 0.34
O -0.71 2.47 0.74
H -0.30 -0.98 1.66
H -0.47 0.47 2.16
O 0.21 -0.07 1.80

two.
21
Properties=species:S:1:pos:R:3 method="wB97M-V/def2-TZVPD" homo_lumo_gap_ev="3.3 / 10.3" s_squared=0.751 multiplicity=2 charge=-1 homo_ha="0.0156 / -0.2480" lumo_ev="3.69 / 3.53"
N 0.60 -2.13 1.56
C -0.18 -2.25 0.36
N 0.34 -1.46 -0.80
H 1.59 -2.14 1.34
H 0.41 -1.26 2.05
H -0.22 -3.28 0.00
H -1.18 -1.92 0.62
H -0.34 -0.85 -1.23
H 0.60 -2.14 -1.51
H -0.88 3.37 -0.25
H -0.48 3.25 -1.74
O -0.11 3.22 -0.84
H -1.03 0.85 -1.93
H -1.29 1.18 -3.39
O -0.67 0.68 -2.81
H 1.49 1.52 0.13
H 1.41 0.05 0.34
O 1.49 0.88 0.86
H -0.38 0.80 1.64
H -0.25 0.82 3.14
O -0.92 0.80 2.46

So which one is most stable? That would be two, about 82.2 kcal/mol below the next structure.

one.
18
Properties=species:S:1:pos:R:3 method="wB97M-V/def2-TZVPD" homo_lumo_gap_ev=9.6 smiles=CCCCS.O charge=0 homo_ha=-0.3252 lumo_ev=0.80
C 0.38 0.68 -1.20
C -0.54 0.53 0.01
C 0.22 0.02 1.22
C -0.70 -0.26 2.43
S -0.06 0.26 4.03
H 1.33 1.15 -0.93
H -0.09 1.29 -1.97
H 0.51 -0.29 -1.69
H -0.96 1.50 0.28
H -1.40 -0.11 -0.18
H 0.77 -0.90 0.98
H 0.95 0.76 1.53
H -1.69 0.18 2.25
H -0.85 -1.33 2.56
H 0.25 1.52 3.71
O 0.53 -1.64 -3.96
H -0.05 -1.57 -4.73
H 1.41 -1.79 -4.34

two.
18
Properties=species:S:1:pos:R:3 method="wB97M-V/def2-TZVPD" homo_lumo_gap_ev=9.9 smiles=CCO.CCS charge=0 homo_ha=-0.3280 lumo_ev=0.95
C 0.95 1.92 1.26
C 2.08 1.42 0.30
O 1.55 1.57 -1.09
H 0.61 2.82 0.79
H 1.55 1.83 2.12
H 0.15 1.17 1.32
H 2.88 2.19 0.33
H 2.43 0.45 0.52
H 2.32 1.80 -1.59
C -1.98 -2.06 -1.17
C -1.09 -1.11 -0.31
S -1.26 -1.38 1.45
H -1.37 -2.96 -1.38
H -2.92 -2.23 -0.74
H -2.37 -1.58 -2.02
H -1.41 -0.08 -0.55
H -0.09 -1.29 -0.64
H -2.03 -2.48 1.41

So which one is most stable? That would be one, about 29.9 kcal/mol below the next structure.

one.
31
Properties=species:S:1:pos:R:3 method="wB97M-V/def2-TZVPD" homo_lumo_gap_ev=6.0 charge=+1 homo_ha=-0.4135 lumo_ev=-5.26
C -1.55 3.02 0.02
C -0.68 2.64 -1.01
C -1.12 2.85 1.35
C 0.85 1.79 0.56
C 1.61 -1.87 -0.21
C -0.05 -3.72 -0.42
C -2.16 -2.03 0.91
C 1.41 1.86 -1.89
C 0.20 -2.29 0.08
C -0.74 -1.61 0.74
N 0.12 2.42 1.55
N 0.54 2.09 -0.80
N 1.91 1.12 0.77
H -2.52 3.17 -0.31
H -0.82 3.11 -2.00
H -1.64 2.99 2.25
H 1.96 -2.39 -1.06
H 1.63 -0.82 -0.43
H 2.22 -2.08 0.60
H -0.84 -3.70 -1.26
H -0.71 -4.25 0.25
H 0.86 -4.24 -0.77
H -2.81 -1.58 0.03
H -2.56 -1.82 1.93
H -2.27 -3.18 0.78
H 1.61 2.84 -2.35
H 2.37 1.38 -1.65
H 0.77 1.26 -2.64
H 0.62 2.62 2.46
H -0.54 -0.53 0.83
H 2.31 0.98 1.68

two.
31
Properties=species:S:1:pos:R:3 method="wB97M-V/def2-TZVPD" homo_lumo_gap_ev=8.9 charge=+1 homo_ha=-0.4336 lumo_ev=-2.90
C 2.86 -1.02 -0.29
C -0.67 -2.94 1.26
C -0.37 -3.01 -0.09
C 0.19 -2.25 2.11
C 0.74 -2.33 -0.58
C 1.34 -1.66 1.61
C 1.66 -1.70 0.26
H -1.55 -3.40 1.68
H -0.90 -3.70 -0.66
H 0.04 -2.29 3.18
H 0.85 -2.33 -1.65
H 2.06 -1.24 2.31
H 3.10 -1.19 -1.33
H 3.83 -1.11 0.21
H 2.70 0.07 -0.27
C -1.20 0.73 -0.15
C -1.90 -0.07 -1.29
C -0.60 3.07 -0.51
N -1.51 2.15 -0.26
N 0.70 2.91 -0.25
N -1.00 4.24 -1.04
H -1.56 0.33 0.79
H -0.12 0.55 -0.18
H -2.86 0.35 -1.48
H -1.90 -1.11 -0.96
H -2.43 2.53 -0.36
H 1.02 2.08 0.22
H 1.31 3.70 -0.37
H -1.86 4.21 -1.57
H -0.51 5.12 -1.06
H -1.17 -0.07 -2.10

So which one is most stable? That would be two, about 81.4 kcal/mol below the next structure.

one.
9
Properties=species:S:1:pos:R:3 method="wB97M-V/def2-TZVPD" homo_lumo_gap_ev="3.8 / 3.8" charge=+1 homo_ha="-0.5144 / -0.5148" lumo_ev="-10.21 / -10.24"
C -1.42 0.70 -0.05
C -0.04 0.06 0.84
N -0.95 1.31 0.88
O 0.50 -0.54 -0.28
O -1.82 0.10 -0.93
I 2.12 0.43 -3.29
H -0.25 -0.93 1.43
H 0.84 0.40 1.45
H 1.02 -1.52 -0.04

two.
9
Properties=species:S:1:pos:R:3 method="wB97M-V/def2-TZVPD" homo_lumo_gap_ev=8.3 charge=+1 homo_ha=-0.5082 lumo_ev=-5.56
C -0.91 1.25 -0.06
C 0.00 0.17 -0.03
N -3.85 0.86 0.18
O -1.26 2.32 -0.12
O -2.82 0.25 0.05
I -5.60 -0.14 0.00
H -0.17 -0.46 0.84
H 1.01 0.60 0.01
H -0.10 -0.45 -0.92

So which one is most stable? That would be two, about 78.5 kcal/mol below the next structure.